# 1
13
Properties=species:S:1:pos:R:3:nbo_charge:R:1 method="wB97M-V/def2-TZVPD" multiplicity=1 smiles="CN/N=C/NS" e_homo_ev=-8.0 e_above_lowest_kcal_mol=76.5 lumo_energy_ev=0.72
C -2.9596 0.1453 0.0323 -0.420
C 0.2162 -0.4139 -0.7548 0.244
H -3.1191 -0.7204 0.7837 0.186
H -4.0104 0.1161 -0.4756 0.203
H -2.9562 1.0678 0.6708 0.174
H -2.1129 0.7858 -1.5107 0.346
H -0.1661 -0.8792 -1.6178 0.180
H 1.8990 -1.3900 -0.8776 0.415
H 0.7341 0.1829 1.7284 0.150
N -1.8302 0.0770 -0.8256 -0.511
N -0.7039 0.3217 -0.2180 -0.375
N 1.5326 -0.5074 -0.3793 -0.785
S 2.0751 0.2006 0.9746 0.194

---

# 2
14
Properties=species:S:1:pos:R:3:nbo_charge:R:1 method="wB97M-V/def2-TZVPD" multiplicity=1 smiles="CS/C(=N/S)NN" e_homo_ev=-8.2 e_above_lowest_kcal_mol=19.9 lumo_energy_ev=0.79
C -2.3213 -1.0574 -0.0543 -0.766
C -0.0336 0.3935 -0.0363 0.259
H -1.9306 -1.5355 -0.9199 0.232
H -1.9357 -1.6096 0.8411 0.242
H -3.4208 -1.1041 -0.1693 0.238
H 0.0201 2.3494 -0.4822 0.381
H 1.8787 1.4882 1.1466 0.350
H 2.6039 1.3964 -0.3460 0.362
H 1.9045 -2.4464 0.0018 0.124
N 0.6445 1.5486 -0.3737 -0.473
N 1.8683 1.8460 0.2008 -0.630
N 0.4280 -0.7832 0.2085 -0.677
S -1.7975 0.6128 0.0611 0.243
S 2.0914 -1.0986 -0.0782 0.115

---

# 3
14
Properties=species:S:1:pos:R:3:nbo_charge:R:1 method="wB97M-V/def2-TZVPD" multiplicity=1 e_homo_ev=-8.2 e_above_lowest_kcal_mol=46.2 lumo_energy_ev=0.47
C -0.7118 1.5763 0.0866 -0.453
C 0.1681 -0.6819 -0.2953 0.548
H -0.6919 2.6985 -0.1668 0.227
H -1.9071 1.2251 -0.1428 0.216
H -0.3075 1.2753 1.1510 0.191
H 0.9889 1.0394 -0.8393 0.384
H 1.4917 -2.2687 -0.1755 0.408
H 2.6032 -0.1947 1.3069 0.104
H -2.9680 -1.7661 0.3169 0.112
N 0.1103 0.6565 -0.7191 -0.645
N 1.5213 -1.2474 -0.5057 -0.768
N -0.8558 -1.3449 0.1330 -0.680
S 2.9482 -0.3013 -0.0133 0.171
S -2.3898 -0.6661 -0.1365 0.183

---

# 4
13
Properties=species:S:1:pos:R:3:nbo_charge:R:1 method="wB97M-V/def2-TZVPD" multiplicity=1 smiles="[H]/N=C/[N+](N)=C/N" e_homo_ev=-14.7 e_above_lowest_kcal_mol=57.2 charge=+1 lumo_energy_ev=-4.58
C 0.3386 0.2165 -1.2153 0.399
C -0.3832 1.2013 0.9983 0.267
N 0.7836 -0.8949 -1.8416 -0.673
N -0.4331 1.0110 2.2114 -0.591
N -0.1199 0.1038 0.0708 -0.242
N -0.2266 -1.2656 0.5207 -0.671
H 0.1396 1.0976 -1.7881 0.246
H -0.4577 2.1231 0.5223 0.178
H 1.1871 -0.6428 -2.7178 0.416
H -0.7607 1.7589 2.8427 0.406
H -1.1855 -1.5421 0.3683 0.390
H 1.0461 -1.7559 -1.5169 0.446
H 0.0717 -1.4110 1.5453 0.428

---

# 5
13
Properties=species:S:1:pos:R:3:nbo_charge:R:1 method="wB97M-V/def2-TZVPD" multiplicity=1 e_homo_ev=-14.1 e_above_lowest_kcal_mol=126.0 charge=+1 lumo_energy_ev=-4.03
C 1.2108 -0.5179 0.2319 -0.403
C 0.2432 0.4099 -0.3826 -0.015
N 0.5127 -1.7136 0.6971 -0.134
N -0.5596 -1.7908 0.1708 0.093
N -1.0732 -0.8925 -0.5334 -0.463
N -0.6219 1.2750 0.3615 -0.727
H 2.0725 -0.7837 -0.4765 0.285
H 1.7541 -0.0696 1.1846 0.262
H 0.4179 0.7783 -1.4419 0.255
H -1.5834 -0.9060 -1.3904 0.437
H -0.2034 1.7677 1.1547 0.447
H -1.2054 0.4673 0.7418 0.495
H -0.9642 1.9759 -0.3178 0.468

---

# 6
14
Properties=species:S:1:pos:R:3:nbo_charge:R:1 method="wB97M-V/def2-TZVPD" multiplicity=1 e_homo_ev="-13.0 / -13.3" e_above_lowest_kcal_mol=138.1 charge=+1 lumo_energy_ev="-4.83 / -4.71"
C -1.2832 -0.1597 0.4189 0.718
C 1.2739 -0.1132 -0.1886 -0.269
N -0.8173 -1.1364 -0.4545 -0.472
N -0.5763 1.0443 0.2313 -0.161
N -0.2738 1.8665 1.1384 -0.457
N 0.5228 -0.9863 -1.1547 -0.335
O -2.3124 -0.2607 1.0035 -0.488
H 2.0661 0.4202 -0.6518 0.211
H 1.5010 -0.7274 0.5813 0.184
H -1.0823 -2.1265 -0.4672 0.437
H -0.4056 1.7948 2.0866 0.392
H 0.0968 2.7537 0.7903 0.399
H 0.3957 -0.5475 -2.0476 0.432
H 0.8946 -1.8218 -1.2860 0.409

---

# 7
14
Properties=species:S:1:pos:R:3:nbo_charge:R:1 method="wB97M-V/def2-TZVPD" multiplicity=1 e_homo_ev="-15.1 / -14.6" e_above_lowest_kcal_mol=163.3 charge=+1 lumo_energy_ev="-6.07 / -5.48"
C 1.2151 -0.1806 -0.0526 0.390
C 0.8332 1.2445 -0.3262 -0.183
N 2.0057 -0.8875 -0.6404 -0.522
N 0.2600 -0.4800 1.0383 -0.413
N -1.6440 -0.7961 -0.6509 -0.670
N -0.7605 0.3471 0.8275 0.155
O -0.3890 1.4777 0.3103 -0.236
H 1.5904 1.9077 0.1371 0.265
H 0.5942 1.3414 -1.3911 0.253
H 2.0575 -1.8552 -0.1989 0.380
H -0.0228 -1.4179 1.2259 0.431
H -2.6062 -1.0904 -0.5607 0.355
H -1.6813 -0.0044 -1.3230 0.339
H -1.4525 0.3937 1.6046 0.456

---

# 8
14
Properties=species:S:1:pos:R:3:nbo_charge:R:1 method="wB97M-V/def2-TZVPD" multiplicity=1 smiles="[H]/N=C(/N)[N@+]1(C)NO1" e_homo_ev=-15.3 e_above_lowest_kcal_mol=168.4 charge=+1 lumo_energy_ev=-3.04
C -1.1272 -0.2981 -0.0030 0.652
C 1.1619 1.2028 -0.5405 -0.413
N -1.6095 -0.8636 -0.9271 -0.614
N 1.3920 -1.1520 -0.2295 -0.159
N -1.5413 0.3178 1.1845 -0.818
N 0.5940 -0.0324 0.0121 0.086
O 1.1466 -0.7366 1.0574 -0.168
H 0.8033 1.3285 -1.6442 0.271
H 0.6313 1.8945 0.1072 0.232
H 2.1580 1.0917 -0.3187 0.248
H -1.3303 -1.1776 -1.8098 0.433
H 1.0669 -2.1206 -0.3416 0.389
H -2.3915 -0.1080 1.5268 0.433
H -0.9544 0.6535 1.9262 0.429

---

# 9
15
Properties=species:S:1:pos:R:3:nbo_charge:R:1 method="wB97M-V/def2-TZVPD" multiplicity=1 e_homo_ev=-12.8 e_above_lowest_kcal_mol=98.8 charge=+1 lumo_energy_ev=-4.81
C -0.2991 1.1331 0.7403 -0.066
C -1.7875 -0.7215 0.3005 0.786
N -1.3356 0.3138 0.5928 -0.287
N 0.7650 1.0334 -0.1015 0.182
N 1.7771 1.8723 0.2066 -0.595
N 0.8345 0.2529 -1.0431 -0.434
O -2.5928 -1.5186 -0.2604 -0.584
S 0.7868 -2.2824 0.0272 -0.261
H -0.5063 1.9784 1.3748 0.240
H -0.5566 -2.4876 -0.0171 0.121
H 1.5133 2.7585 0.6865 0.414
H 2.4385 1.9738 -0.5831 0.403
H 1.5891 0.2418 -1.6764 0.382
H -3.2464 -1.0402 -0.8169 0.543
H 0.6200 -3.5076 0.5697 0.157

---

# 10
14
Properties=species:S:1:pos:R:3:nbo_charge:R:1 method="wB97M-V/def2-TZVPD" multiplicity=1 smiles="[NH3+]N[C@H]1N=NCS1" e_homo_ev=-13.2 e_above_lowest_kcal_mol=69.3 charge=+1 lumo_energy_ev=-4.02
C -1.9496 1.4954 -0.2001 -0.361
C -0.3268 -0.5828 -0.3236 -0.168
N -1.3328 1.2276 0.9539 -0.059
N -0.6223 0.2768 1.1430 -0.109
N 1.0579 -0.4153 -0.6039 -0.452
N 1.9206 -1.0820 0.3920 -0.574
S -1.3157 0.3375 -1.5719 0.189
H -2.9827 1.2176 -0.2458 0.272
H -1.7547 2.5072 -0.4144 0.254
H -0.4560 -1.7041 -0.1174 0.223
H 1.4010 0.5081 -0.7418 0.396
H 1.4921 -0.9980 1.4046 0.471
H 2.8709 -0.6870 0.3338 0.455
H 1.9982 -2.1011 -0.0085 0.463

---

# 11
15
Properties=species:S:1:pos:R:3:nbo_charge:R:1 method="wB97M-V/def2-TZVPD" multiplicity=1 e_homo_ev=-8.6 e_above_lowest_kcal_mol=285.3 lumo_energy_ev=-1.26
C -0.3202 0.3875 -0.2250 0.561
C 1.3155 -1.3293 -0.0287 0.272
H -2.3956 -1.5820 -0.2795 0.395
H -3.0091 -0.6855 1.5132 0.386
H -2.0566 1.8495 -1.1111 0.323
H 0.2186 2.3109 -0.9653 0.390
H 2.0425 0.9029 0.7676 0.516
H 1.5663 -2.3573 0.5798 0.149
H 3.0599 -1.4429 -0.1484 0.336
N -2.9441 -0.3451 0.1942 -0.612
N -1.6155 0.4551 -0.3123 -0.361
N 0.4461 1.5050 -0.5032 -0.371
N 0.0716 -0.8628 0.1498 -0.660
N 2.3052 -0.5917 -0.4276 -0.749
O 1.3155 1.7857 0.7966 -0.576

---

# 12
15
Properties=species:S:1:pos:R:3:nbo_charge:R:1 method="wB97M-V/def2-TZVPD" multiplicity=1 e_homo_ev=-9.0 e_above_lowest_kcal_mol=257.3 lumo_energy_ev=-0.32
C -1.0499 0.0094 -0.0149 0.630
C 1.4605 -0.7407 0.1758 0.404
H -3.0714 0.3269 1.4933 0.330
H -3.3669 1.2127 -0.5223 0.395
H -2.3153 -1.8138 -0.4292 0.400
H 0.1314 1.1741 -0.0709 0.373
H 1.7111 -1.8863 0.2585 0.184
H 3.6725 1.6823 0.0014 0.374
H 3.7487 -0.4340 -1.1979 0.318
N -3.2967 0.1479 0.1645 -0.632
N -2.2143 -0.6059 -0.1566 -0.476
N -1.0052 1.2744 -0.0474 -0.734
N 1.9965 0.3128 0.0865 -0.381
N 3.5065 0.2167 0.1570 -0.618
O 0.0925 -0.8765 0.1023 -0.567